Entry 1:
A cluster of 2 separate species, C5H10O in total, computed with the ωB97M-V functional and the def2-TZVPD basis.

```
16
C5H10O (the ωB97M-V functional and the def2-TZVPD basis)
C 1.964 0.110 0.466
C 0.688 0.608 -0.184
C -0.099 -0.443 -0.980
C -1.558 -0.095 -0.634
C -1.386 0.343 0.797
O -0.220 1.045 0.873
H 2.446 0.912 1.035
H 2.674 -0.252 -0.286
H 1.730 -0.711 1.151
H 0.897 1.490 -0.806
H 0.134 -0.413 -2.050
H 0.130 -1.445 -0.599
H -2.249 -0.932 -0.695
H -1.915 0.710 -1.294
H -1.309 -0.966 1.511
H -1.928 0.040 1.695
```

The charge is 0. The calculation puts the orbital gap at 9.4 eV. For the energy relative to the best compared isomer or geometry (same formula, charge and spin), the calculation gives 75.3 kcal/mol.



Entry 2:
A cluster of 2 separate species, CH5BrP2 in total, computed with the ωB97M-V functional and the def2-TZVPD basis.

```
9
CH5BrP2 (the ωB97M-V functional and the def2-TZVPD basis)
C -0.596 0.652 0.304
P 1.687 -0.012 -0.530
P -0.883 -0.883 1.237
Br -1.588 0.897 -1.218
H -0.452 1.620 0.880
H 1.357 0.546 -1.678
H 2.701 0.931 -0.204
H -2.298 -0.742 1.478
H -1.155 -1.567 0.074
```

The spin multiplicity is 3. The charge is 0. The calculation puts the orbital gap (alpha / beta) at 7.7 / 7.1 eV. For the energy relative to the best compared isomer or geometry (same formula, charge and spin), the calculation gives 75.9 kcal/mol.



Entry 3:
A structure of composition C12H12F10MoN3O4S2, computed with the ωB97M-V functional and the def2-TZVPD basis.

```
44
C12H12F10MoN3O4S2 (the ωB97M-V functional and the def2-TZVPD basis)
Mo 0.120 -0.113 -0.707
C 2.583 1.241 0.164
N 1.761 0.113 0.589
C 2.554 -1.106 0.661
C 1.092 0.365 1.877
C 0.081 1.518 1.795
N -0.721 1.331 0.591
C -1.192 2.457 0.037
C -1.062 2.460 -1.339
F -0.465 1.365 -1.814
C -1.479 3.517 -2.136
F -1.322 3.482 -3.468
C -2.060 4.631 -1.547
C -2.206 4.653 -0.161
F -2.769 5.729 0.411
C -1.779 3.580 0.630
F -1.956 3.653 1.959
H 3.360 1.482 0.900
H 1.991 2.143 -0.017
H 3.078 1.016 -0.788
H 3.355 -1.037 1.407
H 3.009 -1.330 -0.310
H 1.924 -1.967 0.912
H 1.819 0.565 2.675
H 0.541 -0.539 2.171
H 0.635 2.467 1.815
H -0.538 1.504 2.701
H -2.392 5.465 -2.149
F 0.374 -4.166 1.149
C -0.859 -3.806 1.603
F -1.626 -4.934 1.534
F -0.713 -3.522 2.929
S -1.586 -2.419 0.649
O -0.593 -1.348 0.704
O -2.830 -2.094 1.358
N -1.836 -3.188 -0.714
S -1.007 -2.744 -1.990
O -1.590 -3.279 -3.229
O -0.593 -1.348 -2.119
C 0.527 -3.705 -1.756
F 0.262 -4.965 -1.294
F 1.388 -3.141 -0.868
F 1.224 -3.872 -2.917
H 1.492 -0.113 -1.897
```

The spin multiplicity is 3. The charge is +1. The calculation puts the orbital gap (alpha / beta) at 7.2 / 7.4 eV.



Entry 4:
A cluster of 2 separate species, C5H10O in total, computed with the ωB97M-V functional and the def2-TZVPD basis.

```
16
C5H10O (the ωB97M-V functional and the def2-TZVPD basis)
O 1.167 1.718 -0.808
C 1.413 -0.255 -0.067
C 0.344 -1.232 -0.443
C -0.816 -0.878 0.466
C -1.779 0.138 -0.071
C -0.631 0.577 0.788
H 1.753 2.297 -0.293
H 1.637 -0.164 0.989
H 2.276 -0.185 -0.724
H 0.749 -2.256 -0.368
H 0.069 -1.093 -1.497
H -1.168 -1.609 1.192
H -1.763 0.346 -1.144
H -2.780 0.144 0.361
H 0.370 1.490 -0.168
H -0.841 0.961 1.788
```

The charge is 0. The calculation puts the orbital gap at 7.6 eV. For the energy relative to the best compared isomer or geometry (same formula, charge and spin), the calculation gives 133.0 kcal/mol.



Entry 5:
A structure of composition C16H26N8RuS3, computed with the ωB97M-V functional and the def2-TZVPD basis.

```
54
C16H26N8RuS3 (the ωB97M-V functional and the def2-TZVPD basis)
Ru -1.039 0.823 -0.534
S -0.826 -1.422 -0.307
C 0.871 -1.271 -0.123
S 1.171 0.526 -0.186
C 1.830 -2.216 -0.019
C 3.191 -1.814 0.081
N 4.273 -1.441 0.197
C 1.484 -3.602 -0.016
N 1.206 -4.717 -0.018
N -1.531 1.035 1.540
C -2.867 1.573 1.947
C -3.538 2.342 0.819
C -4.124 1.391 -0.218
N -3.091 0.948 -1.192
H -1.366 0.162 2.041
H -0.821 1.679 1.882
H -2.748 2.188 2.838
H -3.492 0.724 2.221
H -2.815 3.017 0.344
H -4.325 2.975 1.227
H -4.962 1.842 -0.749
H -4.496 0.496 0.280
H -3.055 1.610 -1.964
H -3.381 0.065 -1.604
S 1.709 0.844 1.822
C 3.296 1.589 1.765
N 3.571 2.601 2.571
C 4.978 3.021 2.442
C 5.499 2.078 1.332
N 4.318 1.251 1.026
H 2.925 2.966 3.252
H 5.502 2.891 3.386
H 5.025 4.068 2.152
H 6.310 1.441 1.677
H 5.823 2.611 0.442
H 4.347 0.415 0.446
N -0.658 0.756 -2.571
C -0.383 0.503 -3.671
N -0.076 0.224 -4.892
C 1.275 0.476 -5.439
C 1.177 1.464 -6.592
C 0.177 0.981 -7.643
C -1.192 0.705 -7.020
C -1.074 -0.276 -5.863
H 1.659 -0.487 -5.785
H 1.915 0.834 -4.635
H 2.168 1.585 -7.030
H 0.869 2.439 -6.205
H 0.553 0.071 -8.119
H 0.078 1.731 -8.426
H -1.874 0.283 -7.760
H -1.634 1.638 -6.661
H -0.711 -1.245 -6.215
H -2.018 -0.434 -5.345
```

The charge is +2. The calculation puts the orbital gap at 6.9 eV. For the energy relative to the best compared isomer or geometry (same formula, charge and spin), the calculation gives 1.6 kcal/mol.



Entry 6:
A cluster of 2 separate species, C26H33ClN2O9P3 in total, computed with the ωB97M-V functional and the def2-TZVPD basis.

```
74
C26H33ClN2O9P3 (the ωB97M-V functional and the def2-TZVPD basis)
C 5.114 -1.085 1.885
C 5.496 -0.159 1.020
C 4.663 1.030 0.583
C 3.306 0.574 0.097
C 3.200 0.125 -1.246
P 4.743 0.128 -2.295
C 4.989 -1.588 -2.919
C 4.486 1.252 -3.728
C 1.968 -0.329 -1.767
P 1.958 -0.831 -3.549
C 0.479 0.050 -4.214
O 1.612 -2.448 -3.559
C 0.860 -0.370 -0.894
C 0.977 0.036 0.433
C 2.180 0.560 0.951
P 2.256 1.201 2.700
O 0.783 1.816 2.890
O 3.106 2.607 2.540
C -0.254 -0.162 1.258
O -0.250 -0.651 2.351
C -1.536 0.202 0.587
C -2.572 0.902 1.385
C -3.105 2.114 0.970
C -4.061 2.728 1.767
N -4.507 2.245 2.921
C -3.980 1.086 3.305
C -3.019 0.379 2.597
C -1.659 -0.167 -0.693
C -2.887 0.006 -1.541
C -4.039 -0.942 -1.161
C -3.662 -2.427 -1.078
C -4.333 -3.164 0.074
C -3.610 -2.955 1.412
N -2.894 -4.174 1.842
C -0.495 -0.832 -1.342
O -0.653 -1.687 -2.170
H 5.811 -1.852 2.190
H 4.117 -1.155 2.293
H 6.467 -0.276 0.559
H 4.604 1.749 1.384
H 5.224 1.494 -0.216
H 4.295 -2.280 -2.453
H 4.799 -1.631 -3.991
H 6.021 -1.871 -2.743
H 5.454 1.653 -4.009
H 4.010 0.760 -4.571
H 3.858 2.077 -3.400
H -0.467 -0.433 -3.987
H 0.585 0.071 -5.295
H 0.491 1.058 -3.811
H 0.883 -2.632 -4.160
H 0.561 2.434 2.170
H 3.715 2.596 3.286
H -2.788 2.566 0.045
H -4.473 3.672 1.439
H -4.327 0.680 4.246
H -2.621 -0.554 2.950
H -3.245 1.021 -1.421
H -2.659 -0.175 -2.587
H -4.789 -0.859 -1.947
H -4.538 -0.608 -0.253
H -3.969 -2.924 -1.998
H -2.591 -2.597 -0.986
H -5.374 -2.857 0.189
H -4.347 -4.237 -0.108
H -4.351 -2.689 2.167
H -2.888 -2.149 1.335
H -2.112 -3.905 2.426
H -3.494 -4.734 2.433
O -2.163 3.792 4.208
Cl -1.308 4.706 3.489
O -1.932 6.005 3.411
O -1.087 4.192 2.142
O -0.035 4.820 4.161
```

The charge is -1. The calculation puts the orbital gap at 7.2 eV.



Number 1: E -7391.4985 eV. Number 2: E -89732.9193 eV. Number 3: E -75987.8265 eV. Number 4: E -7388.9978 eV. Number 5: E -64008.8573 eV. Number 6: E -89288.3756 eV.